# 1
# C34H39BrN5O3PPd

C34H39BrN5O3PPd as an isolated structure at a distorted geometry (ωB97M-V with the def2-TZVPD basis set, OMol25).

XYZ file:
```
84
Properties=species:S:1:pos:R:3
Pd 0.3632 0.8246 0.5308
N 2.6232 1.6549 0.1733
C 3.6267 0.6628 -0.0010
C 4.9605 0.9057 0.3015
C 5.9202 -0.0474 0.0067
C 5.5654 -1.2441 -0.5968
C 4.2329 -1.5247 -0.8358
C 3.2579 -0.5920 -0.4945
P 1.5032 -1.0637 -0.4699
C 1.3382 -1.9209 -2.0631
C 1.1294 -3.2932 -2.1736
C 1.1942 -3.8907 -3.4213
C 1.4603 -3.1313 -4.5509
C 1.6642 -1.7625 -4.4402
C 1.5900 -1.1541 -3.2030
C 1.4097 -2.3431 0.8214
C 0.1591 -2.9213 1.0495
C -0.0020 -3.8731 2.0391
C 1.0844 -4.2576 2.8122
C 2.3320 -3.6990 2.5799
C 2.4980 -2.7351 1.5992
H 2.9918 2.4770 0.6504
H 2.2795 1.9833 -0.7343
H 5.2522 1.8484 0.7397
H 6.9547 0.1640 0.2198
H 6.3194 -1.9756 -0.8378
H 3.9347 -2.4708 -1.2646
H 0.9473 -3.8891 -1.2897
H 1.0538 -4.9576 -3.5017
H 1.5146 -3.6065 -5.5176
H 1.8921 -1.1756 -5.3171
H 1.7505 -0.0868 -3.1074
H -0.6829 -2.6127 0.4439
H -0.9672 -4.3315 2.1933
H 0.9588 -4.9985 3.5860
H 3.1873 -4.0257 3.1504
H 3.4803 -2.3291 1.4110
N 0.0030 2.3497 2.9373
C -0.9314 1.4519 3.6490
C -0.2575 0.0741 3.8009
N 0.9221 0.0719 2.9366
C 1.9461 0.9720 3.4706
C 1.3426 2.3923 3.5473
H -0.4124 3.2812 2.8323
H 0.1166 1.9485 1.9357
H -1.8265 1.3835 3.0267
H -1.2063 1.8840 4.6118
H -0.9348 -0.7169 3.4723
H 0.0108 -0.1180 4.8487
H 1.2924 -0.8716 2.8592
H 2.8074 0.9465 2.7980
H 2.2812 0.6424 4.4625
H 1.9593 3.1068 2.9980
H 1.2559 2.7340 4.5802
N -1.5585 -0.2292 0.9550
C -2.6382 -0.1012 0.5429
N -3.8477 -0.0585 0.1218
C -4.9227 0.5717 0.8675
C -5.5450 1.6751 0.0015
O -5.9610 1.1595 -1.2359
C -4.8972 0.6206 -1.9683
C -4.2165 -0.5253 -1.2026
H -4.5433 0.9919 1.7982
H -5.6830 -0.1864 1.0740
H -4.8105 2.4804 -0.1341
H -6.4360 2.0704 0.4900
H -4.1496 1.3924 -2.2044
H -5.3196 0.2351 -2.8966
H -3.3350 -0.8701 -1.7444
H -4.9256 -1.3495 -1.0885
Br -3.4429 4.9686 -4.2819
C -2.5270 3.5195 -3.4291
C -2.1797 2.3938 -4.1644
C -1.5242 1.3497 -3.5369
C -1.1889 1.4497 -2.1964
C -1.5357 2.5822 -1.4669
C -2.2283 3.6185 -2.0748
C -1.0949 2.6852 -0.0193
O -1.9104 2.5531 0.9029
O 0.1406 2.9450 0.1579
H -2.4291 2.3359 -5.2107
H -1.2761 0.4568 -4.0886
H -0.6504 0.6271 -1.7083
H -2.5100 4.4977 -1.5145
```

Computed properties:
* 2S+1: 1
* HOMO-LUMO gap (alpha / beta): 0.1988 / 0.1989 Ha
* total charge: +2
* energy above the lowest of the compared OMol25 structures with the same formula, charge and spin: 2.764 eV
* HOMO energy (alpha / beta): -0.490 / -0.490 Ha
* M: 783.02 g/mol

# 2
# C34H39CoN5O2STe

C34H39CoN5O2STe as an isolated structure (ωB97M-V with the def2-TZVPD basis set, OMol25).

XYZ file:
```
83
Properties=species:S:1:pos:R:3
Co 0.1009 0.0388 0.1454
C 4.9896 2.2021 -3.5816
C 3.8219 1.3726 -3.1231
C 3.8943 0.0309 -3.0142
C 2.7621 -0.7348 -2.5788
C 2.7456 -2.0930 -2.3866
N 3.7672 -2.9385 -2.4200
C 3.6005 -4.3606 -2.1571
C 4.0406 -4.8159 -0.7578
C 3.6244 -3.8981 0.3908
N 2.1973 -3.5639 0.4113
C 1.2318 -4.4230 0.3362
C -0.1408 -4.1108 0.3538
C -1.0865 -5.1545 0.2210
C -2.4282 -4.9112 0.1651
C -3.4454 -6.0162 0.0208
C -2.8415 -3.5597 0.2188
C -1.9800 -2.5012 0.3344
C -2.5354 -1.1534 0.4569
N -1.8921 -0.0599 0.4344
C -2.6702 1.1361 0.8175
C -2.3366 2.4096 0.0617
C -0.8440 2.7500 0.1335
N -0.0218 1.7799 -0.5437
C 0.2373 2.0285 -1.8738
C 1.4947 1.3700 -2.3370
C 2.5938 2.0311 -2.7603
C 1.5250 -0.0746 -2.2461
O 0.5162 -0.6953 -1.8229
C -0.5726 -2.7483 0.4561
O 0.2735 -1.8325 0.6576
H 5.8339 1.5708 -3.8572
H 5.3187 2.8812 -2.7916
H 4.7212 2.8109 -4.4482
H 4.8248 -0.4739 -3.2603
H 1.7735 -2.5253 -2.1649
H 4.7031 -2.5630 -2.4659
H 4.1528 -4.9280 -2.9059
H 2.5442 -4.5833 -2.3049
H 5.1278 -4.8999 -0.7126
H 3.6431 -5.8244 -0.6099
H 4.1498 -2.9465 0.3348
H 3.9052 -4.3634 1.3361
H 1.9055 -2.5869 0.5558
H 1.5201 -5.4648 0.2104
H -0.7222 -6.1772 0.1662
H -2.9734 -6.9957 0.0890
H -3.9551 -5.9527 -0.9433
H -4.2080 -5.9533 0.7995
H -3.9052 -3.3408 0.1635
H -3.6183 -1.1146 0.6057
H -2.4677 1.2982 1.8809
H -3.7364 0.9144 0.7191
H -2.9353 3.2166 0.4972
H -2.6201 2.2969 -0.9839
H -0.5398 2.7955 1.1892
H -0.6866 3.7496 -0.2881
H 0.1828 3.0898 -2.1225
H 2.5602 3.1156 -2.8117
S 4.7000 -0.3753 0.5479
C 3.0999 -0.0336 0.6139
N 1.9636 0.2247 0.6784
C -3.5020 6.3034 -6.5943
C -2.9941 5.1193 -5.8108
C -3.8463 4.3406 -5.0428
C -3.3912 3.2345 -4.3268
C -4.3936 2.4464 -3.5164
C -2.0329 2.8898 -4.3736
Te -1.3485 1.1183 -3.3832
C -1.1553 3.6744 -5.1408
C 0.3235 3.3945 -5.2188
C -1.6512 4.7691 -5.8440
H -4.5666 6.4620 -6.4223
H -3.3508 6.1553 -7.6659
H -2.9722 7.2157 -6.3132
H -4.9018 4.5947 -5.0018
H -5.4059 2.8047 -3.7100
H -4.1950 2.5464 -2.4466
H -4.3517 1.3834 -3.7533
H 0.5272 2.3239 -5.2254
H 0.8415 3.8182 -4.3549
H 0.7530 3.8443 -6.1151
H -0.9650 5.3630 -6.4424
```

Computed properties:
* 2S+1: 2
* HOMO-LUMO gap (alpha / beta): 0.1852 / 0.1838 Ha
* energy above the lowest of the compared OMol25 structures with the same formula, charge and spin: 0.000 eV
* HOMO energy (alpha / beta): -0.221 / -0.220 Ha
* M: 768.32 g/mol

Question: M of number 2 (C34H39CoN5O2STe)?
Answer: 768.32 g/mol

Question: What is the M in the second record?
Answer: 768.32 g/mol

Question: Which of these has the highest energy above the lowest of the compared OMol25 structures with the same formula, charge and spin?
Answer: C34H39BrN5O3PPd

Question: 2S+1 of number 2 (C34H39CoN5O2STe)?
Answer: 2